C22H18BiFN4O3 as an isolated structure in a non-equilibrium geometry. Source: the OMol25 dataset; level of theory: ωB97M-V/def2-TZVPD.

Last column: natural (NBO) charge in e.
CARTESIAN COORDINATES (ANGSTROEM)
Bi (0.66534, -2.88521, 0.49821)  2.052
F (1.08581, -0.16793, -5.64466)  -0.284
O (-0.58404, -1.60142, 1.49993)  -0.871
O (-1.07540, 0.35417, 2.39330)  -0.519
O (1.04583, -1.15476, -0.78316)  -0.828
N (-1.30098, 2.16585, -1.30452)  -0.272
N (2.41189, -2.15220, 1.77546)  -0.560
N (-0.06719, -4.09691, 2.41562)  -0.582
N (4.13500, -3.60321, 5.93719)  -0.169
C (3.71731, -2.33359, 3.74804)  -0.149
C (0.75532, -0.12062, -3.33409)  -0.259
C (4.51191, -1.25751, 3.34008)  -0.051
C (-2.04441, 3.10571, -3.95019)  -0.434
C (-0.92872, -4.54200, 3.03776)  0.571
C (4.21679, -0.64781, 2.12965)  -0.214
C (0.48452, 0.36668, -4.58982)  0.429
C (0.09459, 0.44004, -2.23445)  -0.056
C (0.20742, -0.17242, -0.93936)  0.467
C (2.66663, -2.75105, 2.93628)  0.096
C (-0.74988, -0.26954, 1.42523)  0.785
C (-0.44558, 1.38539, -4.79274)  -0.199
C (-0.75445, 1.55868, -2.41618)  0.146
C (-1.27052, 1.55533, -0.13914)  0.181
C (3.15996, -1.12268, 1.37091)  0.074
C (-1.04665, 2.01173, -3.72043)  0.013
C (-2.52070, 4.10795, -0.27946)  -0.632
C (3.95706, -3.02411, 4.96906)  0.211
C (-1.97678, -5.09610, 3.79245)  -0.769
C (-1.87991, 3.50260, -1.51372)  -0.034
C (-2.85126, 3.37833, -2.68770)  -0.404
C (-0.59931, 0.35035, 0.08011)  -0.332
H (-3.40646, 3.55739, 0.02383)  0.226
H (-0.69463, 1.67208, -5.80294)  0.256
H (-1.82560, 4.17732, 0.55461)  0.227
H (2.90732, -0.68701, 0.41353)  0.246
H (-1.76568, 2.00972, 0.70856)  0.267
H (-2.20889, -6.09949, 3.42873)  0.302
H (-2.70136, 2.82961, -4.77584)  0.250
H (5.33318, -0.92050, 3.95865)  0.270
H (-3.42971, 4.29376, -2.78631)  0.248
H (-2.82889, 5.12219, -0.52107)  0.257
H (4.80861, 0.18265, 1.77400)  0.266
H (-1.69895, -5.15059, 4.84655)  0.306
H (-1.03866, 4.14038, -1.81967)  0.221
H (-2.86528, -4.46594, 3.70355)  0.302
H (-1.51434, 4.01190, -4.25849)  0.240
H (1.43324, -0.94523, -3.19487)  0.250
H (-3.55004, 2.56021, -2.50109)  0.218
H (2.02653, -3.57217, 3.22863)  0.246

Calculated values
Highest occupied orbital energy (eV): -14.387
Calculated total energy (hartree): -1607.88438
HOMO-LUMO gap (eV): 7.6027
M (g mol⁻¹): 614.4
Charge: +2


C22H18Br2Cl4CrN4O10P2 as an isolated structure in a non-equilibrium geometry. Source: the OMol25 dataset; level of theory: ωB97M-V/def2-TZVPD.

Last column: Löwdin spin population.
CARTESIAN COORDINATES (ANGSTROEM)
Br (-0.99883, 3.94793, -2.34894)  0.001
Br (-4.90654, 1.25922, -5.44840)  0.001
Cr (0.51543, 0.86261, 0.11230)  0.945
Cl (-3.82813, -1.70542, 4.54959)  0.000
Cl (-3.18696, 1.10220, 3.30855)  0.000
Cl (-2.17411, -4.19072, 3.66470)  0.000
Cl (0.07369, -3.87796, 1.53018)  0.000
P (2.50265, -1.16288, -0.91609)  0.000
P (2.36416, -0.64150, 2.14928)  0.001
O (1.62508, -1.60978, 2.96512)  0.000
O (2.09416, 0.25940, -1.12299)  0.000
O (0.28388, -1.09418, 0.46540)  -0.002
O (-1.03351, 0.98918, 1.29522)  -0.009
O (3.67933, -1.48956, -1.93503)  0.000
O (3.70936, -0.13836, 2.98045)  0.000
O (1.75005, 0.67932, 1.72969)  0.009
O (4.46516, -0.62738, 0.46598)  0.000
O (1.52550, -2.28582, -1.41821)  0.000
O (-0.48825, 1.22346, -1.38653)  0.030
N (-1.73419, -1.14862, -1.94766)  -0.002
N (0.95316, 2.75231, 0.36290)  -0.008
N (2.10742, 4.88474, 1.75813)  0.006
N (0.05553, 5.43239, 2.64368)  -0.001
C (0.80346, 4.60951, 1.85328)  0.000
C (-3.67325, -1.28561, -3.93772)  0.002
C (-1.91269, -3.50037, -1.45062)  0.000
C (-1.42885, 1.18479, -2.23399)  0.001
C (-3.11320, -0.03776, -3.59973)  0.000
C (-3.26705, -2.40481, -3.26462)  -0.001
C (2.79513, 4.14679, 0.89006)  -0.002
C (-1.88435, 2.35398, -2.86959)  0.008
C (-2.59670, -1.54139, 3.36149)  0.000
C (0.22791, 3.54252, 1.15304)  0.008
C (2.23730, 3.11096, 0.17722)  0.003
C (-2.90776, 2.38047, -3.79804)  -0.001
C (3.62234, -2.84834, 1.01023)  0.000
C (-3.49556, 1.19195, -4.16544)  0.008
C (-0.87899, -2.52484, 1.98706)  -0.001
C (-2.09882, -0.04206, -2.60032)  0.003
C (-1.33261, -0.14452, 1.83394)  0.001
C (-0.60952, -1.29446, 1.39861)  0.000
C (-1.86143, -2.65157, 2.96651)  -0.001
C (-2.32713, -0.29814, 2.80230)  -0.002
C (-2.30740, -2.29468, -2.24090)  0.002
C (3.29455, -1.40309, 0.71839)  0.000
H (0.58310, 6.02340, 3.26408)  0.000
H (-0.81122, 3.28174, 1.28703)  0.000
H (4.75022, -0.28620, 1.32994)  0.000
H (-0.83354, 5.09004, 2.96623)  0.000
H (-4.41786, -1.34767, -4.71998)  0.000
H (2.79913, 2.51815, -0.52848)  0.000
H (-1.22969, -4.12456, -2.02599)  0.000
H (-3.67752, -3.37303, -3.50761)  0.000
H (2.70271, -3.39436, 1.20321)  0.000
H (4.42928, -0.92508, -1.74629)  0.000
H (0.65195, -2.17547, -1.00631)  0.000
H (3.61031, 0.80203, 3.12497)  0.000
H (3.84419, 4.39820, 0.79725)  0.000
H (-3.23504, 3.32326, -4.21294)  0.000
H (-1.41494, -3.19386, -0.53818)  0.000
H (4.14719, -3.28911, 0.16444)  0.000
H (4.24869, -2.89806, 1.89937)  0.000
H (-2.78641, -4.09935, -1.19925)  0.000

Calculated values
Relative energy (zero: lowest compared OMol25 entry of this formula, charge and spin) (kJ/mol): 119.2
Highest occupied orbital energy (alpha / beta) (eV): -4.599 / -4.607
Calculated total energy (hartree): -10537.00904
HOMO-LUMO gap (alpha / beta) (eV): 6.3807 / 6.4554
M (g mol⁻¹): 914.0
Charge: -1
<S²>: 0.7917
Spin multiplicity: 2


C22H18BrClFeN4O6Se3Te as an isolated structure. Source: the OMol25 dataset; level of theory: ωB97M-V/def2-TZVPD.

Last column: Löwdin spin population.
CARTESIAN COORDINATES (ANGSTROEM)
Te (-1.32287, 4.24731, -1.27265)  0.033
Br (4.77609, -2.40657, 0.64433)  0.000
Se (-0.42011, 3.06654, -3.23323)  0.022
Se (-3.48874, 2.09073, 0.53998)  0.649
Se (-3.78901, 3.45519, -1.21450)  0.317
Fe (-0.71907, 2.32232, 0.97549)  3.745
Cl (3.36587, 5.15981, 2.34774)  0.000
O (1.40097, 1.51234, 1.52187)  0.021
O (0.13447, 4.04288, 1.69397)  0.043
O (1.47233, 4.01736, -0.08952)  0.005
O (-1.13660, 0.29922, 1.37074)  0.067
O (0.09089, 1.12049, -0.73135)  0.025
O (-1.15263, 2.10529, 3.09925)  0.055
N (0.91175, -2.35345, -3.05483)  0.000
N (-1.39334, 0.94800, 3.53698)  0.003
N (-0.33879, -0.50401, -3.01634)  0.000
N (-1.38102, 0.03560, 2.63375)  -0.002
C (-2.10709, -2.96609, 4.65984)  0.000
C (-0.21443, -3.39050, -5.04955)  0.000
C (3.28299, -1.32125, 0.19649)  0.000
C (-1.65252, -3.62195, 2.39773)  0.000
C (-1.97392, -3.96190, 3.70159)  -0.001
C (2.94296, -0.28373, 1.05760)  0.000
C (0.69009, -1.20598, -2.45312)  0.000
C (-1.46138, -2.29570, 2.04076)  -0.001
C (-1.20474, -3.16936, -5.98333)  0.000
C (-1.78520, -1.01307, -5.02135)  0.000
C (1.86416, 0.51209, 0.73059)  0.001
C (2.08755, 1.81407, 2.72842)  0.001
C (1.46783, -0.78885, -1.27549)  0.001
C (2.56672, -1.59457, -0.94018)  0.000
C (1.83775, 5.68475, 1.57638)  0.002
C (-1.59523, -1.31292, 3.01215)  0.002
C (1.10747, 4.47486, 0.99837)  0.004
C (-0.78766, -1.24386, -4.07999)  0.000
C (-1.92028, -1.63623, 4.32675)  -0.001
C (0.00064, -2.40610, -4.08399)  0.000
C (-1.97707, -1.99623, -5.97094)  0.000
C (1.14886, 0.29309, -0.46391)  0.002
H (2.81089, -2.42540, -1.58350)  0.000
H (-0.61441, 0.45546, -2.82141)  0.000
H (0.38398, -4.29163, -5.05532)  0.000
H (3.51447, -0.11353, 1.95721)  0.000
H (1.51190, 2.61498, 3.18418)  0.000
H (-1.20882, -2.00550, 1.03191)  0.000
H (3.10480, 2.15273, 2.51884)  0.000
H (-2.02094, -0.85445, 5.06231)  0.000
H (2.11564, 6.37295, 0.78352)  0.000
H (-2.74085, -1.86136, -6.72635)  0.000
H (-1.54552, -4.39139, 1.64437)  0.000
H (-2.12193, -4.99909, 3.97276)  0.000
H (-2.37402, -0.10596, -5.00720)  0.000
H (0.26070, 1.74977, -1.48637)  0.001
H (2.10153, 0.94119, 3.38652)  0.000
H (1.25117, 6.16999, 2.34931)  0.000
H (-1.39606, -3.91284, -6.74690)  0.000
H (-2.36025, -3.22553, 5.67963)  0.000

Calculated values
Relative energy (zero: lowest compared OMol25 entry of this formula, charge and spin) (kJ/mol): 3.3
Highest occupied orbital energy (alpha / beta) (eV): -4.639 / -4.744
Calculated total energy (hartree): -13289.98302
HOMO-LUMO gap (alpha / beta) (eV): 6.8500 / 5.3514
M (g mol⁻¹): 970.1
Charge: -1
<S²>: 8.7672
Spin multiplicity: 6


One molecule with the formula C22H18ClN3O5S in a non-equilibrium geometry. Source: the OMol25 dataset; level of theory: ωB97M-V/def2-TZVPD.

Last column: natural (NBO) charge in e.
CARTESIAN COORDINATES (ANGSTROEM)
Cl (-3.84480, -2.25959, -0.29180)  0.029
S (-1.49848, 1.43114, -0.15283)  2.306
O (-2.30092, 2.24509, -1.01156)  -0.913
O (-0.76414, 2.08097, 0.90831)  -0.966
O (-0.68850, -2.33968, 1.14763)  -0.562
O (5.93076, 2.42660, 0.36658)  -0.680
O (3.74965, 2.34256, -0.06051)  -0.606
N (-2.47877, 0.24752, 0.53099)  -0.720
N (1.61571, -0.87410, 1.15894)  -0.202
N (0.41837, -0.38835, 1.52092)  -0.472
C (4.78001, 1.76118, 0.18101)  0.783
C (-3.87809, 0.36203, 0.37927)  0.188
C (4.94967, 0.29360, 0.27288)  -0.192
C (-0.34197, 0.49435, -1.14840)  -0.249
C (-5.89433, 1.67604, 0.41580)  -0.197
C (6.19261, -0.24781, -0.05309)  -0.159
C (-0.71843, -0.71271, -1.70370)  -0.210
C (1.83339, 0.30876, -2.11187)  -0.198
C (-4.52778, 1.56952, 0.60282)  -0.214
C (4.11286, -1.94275, 0.61526)  -0.193
C (1.47857, -0.91752, -2.64838)  -0.190
C (-1.97913, -0.38655, 1.74094)  -0.313
C (0.91888, 1.02219, -1.35451)  -0.227
C (0.20395, -1.42512, -2.45144)  -0.198
C (-0.69935, -1.16957, 1.43385)  0.662
C (-4.63012, -0.74490, -0.01763)  -0.070
C (2.59088, -0.06525, 1.02966)  0.010
C (6.39141, -1.61428, -0.05380)  -0.216
C (3.89036, -0.56285, 0.62651)  0.032
C (-6.63049, 0.57066, 0.02432)  -0.196
C (-6.00109, -0.64357, -0.18648)  -0.224
C (5.34314, -2.46375, 0.27351)  -0.183
H (5.77560, 3.38036, 0.27833)  0.503
H (2.19808, -1.48070, -3.22358)  0.217
H (7.35881, -2.01721, -0.31269)  0.218
H (3.28785, -2.58258, 0.88408)  0.245
H (-6.38424, 2.62251, 0.58366)  0.219
H (6.99844, 0.41867, -0.31885)  0.230
H (1.18243, 1.97024, -0.91327)  0.249
H (-3.94158, 2.42130, 0.90810)  0.233
H (-6.56233, -1.51266, -0.49140)  0.231
H (-1.71230, -1.09385, -1.53649)  0.241
H (2.82232, 0.71139, -2.26577)  0.225
H (-1.78860, 0.36920, 2.51425)  0.212
H (5.49263, -3.53306, 0.26602)  0.219
H (0.30162, 0.62643, 1.64079)  0.410
H (-0.07260, -2.37909, -2.87258)  0.222
H (2.47105, 1.00469, 1.20610)  0.196
H (-7.69732, 0.64955, -0.11756)  0.220
H (-2.73234, -1.09237, 2.09634)  0.250

Calculated values
Relative energy (zero: lowest compared OMol25 entry of this formula, charge and spin) (kJ/mol): 134.4
Highest occupied orbital energy (eV): -8.658
Calculated total energy (hartree): -2248.00194
SMILES: O=C(CN(c1ccccc1Cl)S(=O)(=O)c1ccccc1)N/N=C/c1ccccc1C(=O)O
HOMO-LUMO gap (eV): 8.5504
M (g mol⁻¹): 471.9


A 2-piece molecular cluster, C22H18F4O3 overall in a non-equilibrium geometry. Source: the OMol25 dataset; level of theory: ωB97M-V/def2-TZVPD.

Last column: natural (NBO) charge in e.
CARTESIAN COORDINATES (ANGSTROEM)
F (-5.54629, -0.28868, 1.79526)  -0.318
F (-4.38696, -3.46963, -1.54117)  -0.322
F (2.90145, -5.44147, -2.51507)  -0.320
F (6.17644, -3.41714, 0.26110)  -0.317
O (-0.45552, 3.72425, -2.13310)  -0.508
O (-2.24344, 3.49494, -0.85500)  -0.624
O (0.07019, 3.35407, 2.58366)  -0.619
C (-2.65705, -2.37844, -0.33414)  -0.252
C (3.22599, -4.56158, -1.50604)  0.418
C (0.99696, 3.85821, -2.25085)  -0.067
C (-4.00625, -2.55510, -0.58122)  0.415
C (1.53567, -2.05659, 0.75347)  -0.031
C (-3.24866, -0.76372, 1.40136)  -0.215
C (2.20760, -3.82701, -0.90917)  -0.252
C (-4.58093, -0.97973, 1.08665)  0.406
C (3.89653, -2.79784, 0.52340)  -0.236
C (-5.01707, -1.86421, 0.09896)  -0.291
C (4.86176, -3.55484, -0.11794)  0.407
C (2.52844, -2.88690, 0.12409)  -0.079
C (-2.22600, -1.44767, 0.66339)  -0.083
C (-0.66557, 3.23820, 1.58786)  0.501
C (0.16971, -2.09589, 0.47452)  -0.268
C (-0.82543, -1.21963, 0.93228)  -0.016
C (-2.10731, 2.88372, 1.76110)  -0.734
C (-0.12682, 3.48282, 0.26145)  -0.240
C (1.21076, 4.12995, 0.17994)  -0.436
C (-1.00885, 3.55818, -0.90468)  0.725
C (1.55785, 4.75894, -1.17123)  -0.427
C (4.57232, -4.45245, -1.15351)  -0.305
H (4.17353, -2.11441, 1.32601)  0.241
H (-0.57838, -0.36322, 1.56119)  0.239
H (2.00225, 3.39654, 0.40207)  0.212
H (-2.54437, 3.62311, 2.44169)  0.232
H (1.90864, -1.38762, 1.53374)  0.224
H (-2.21873, 1.89807, 2.22718)  0.191
H (-1.92862, -2.96568, -0.89366)  0.229
H (1.17943, -3.95436, -1.23849)  0.233
H (-0.16698, -2.91972, -0.15733)  0.204
H (2.64821, 4.79628, -1.26817)  0.214
H (1.18240, 5.79100, -1.24570)  0.211
H (-2.63178, 2.93017, 0.79634)  0.280
H (1.45259, 2.85912, -2.15062)  0.170
H (-6.06649, -2.01219, -0.12918)  0.262
H (5.35132, -5.03013, -1.64933)  0.262
H (1.23242, 4.89412, 0.96616)  0.239
H (-2.96936, -0.11257, 2.22505)  0.248
H (1.16440, 4.24674, -3.26236)  0.198

Calculated values
Relative energy (zero: lowest compared OMol25 entry of this formula, charge and spin) (kJ/mol): 287.2
Highest occupied orbital energy (eV): -6.452
Calculated total energy (hartree): -1474.15738
HOMO-LUMO gap (eV): 2.5536
M (g mol⁻¹): 406.4